Record 1
The following is a quantum chemistry calculation of a molecular structure, C18H22IN3P2Sc, from OMol25.

Results
Charge: +1
Orbital gap (eV): 7.905
Energy above the lowest of the compared OMol25 structures with the same formula, charge and spin (kcal/mol): 1.5

Last column: Löwdin charge in e.
CARTESIAN COORDINATES (ANGSTROEM)
Sc 0.203 -0.199 0.612  0.519
I 3.099 -0.154 0.072  1.124
C 3.070 1.906 -0.363  -0.586
C 4.225 2.535 -0.713  -0.125
C 4.176 3.920 -0.988  -0.055
C 2.997 4.600 -0.893  -0.011
C 1.800 3.939 -0.523  -0.154
C 0.571 4.637 -0.398  -0.011
C -0.566 3.989 -0.015  -0.061
C -0.521 2.598 0.246  -0.148
C 0.633 1.857 0.124  -0.259
C 1.817 2.549 -0.255  -0.265
H 5.164 2.002 -0.778  0.104
H 5.086 4.433 -1.266  0.115
H 2.963 5.663 -1.097  0.122
H 0.555 5.701 -0.599  0.122
H -1.494 4.535 0.097  0.111
H -1.452 2.126 0.572  0.072
C -3.745 -0.139 0.407  -0.241
P -2.260 -0.625 -0.517  0.799
C -2.489 0.101 -2.168  -0.236
C -2.457 -2.429 -0.775  -0.399
C -1.219 -3.050 -1.427  -0.405
P 0.297 -2.782 -0.425  0.769
C 1.620 -3.467 -1.464  -0.270
C 0.132 -3.980 0.935  -0.245
H -4.645 -0.473 -0.111  0.061
H -3.779 0.945 0.508  0.048
H -3.720 -0.576 1.405  0.054
H -3.455 -0.188 -2.585  0.061
H -1.697 -0.221 -2.844  0.048
H -2.439 1.187 -2.093  0.050
H -3.348 -2.612 -1.380  0.099
H -2.645 -2.877 0.205  0.086
H -1.041 -2.611 -2.413  0.083
H -1.360 -4.122 -1.582  0.098
H 1.371 -4.479 -1.786  0.060
H 2.551 -3.499 -0.899  0.042
H 1.774 -2.838 -2.341  0.050
H -0.021 -4.988 0.545  0.061
H -0.701 -3.709 1.582  0.042
H 1.037 -3.967 1.543  0.056
N 0.764 -1.833 6.750  0.135
C 0.185 -1.334 5.889  -0.340
N -0.524 -0.734 4.939  0.123
C -0.306 -0.705 3.726  -0.303
N -0.204 -0.636 2.539  0.003


Record 2
The following is a quantum chemistry calculation of a gas-phase ion, C3H6N2 (charge +2) at a distorted geometry, from OMol25.

Results
Spin multiplicity: 3
Charge: +2
Orbital gap (alpha / beta) (eV): 8.846 / 8.884

Last column: Mulliken spin population.
CARTESIAN COORDINATES (ANGSTROEM)
C -2.728 0.349 0.145  0.788
C -1.359 0.112 -0.066  0.080
C 0.048 0.448 -0.092  0.006
N -2.107 -0.996 0.109  1.150
N 0.906 -0.730 0.033  0.008
H -3.845 0.717 -0.006  -0.018
H 0.134 1.144 0.822  -0.011
H 0.409 0.951 -1.069  -0.005
H 1.910 -0.577 -0.111  0.001
H 0.787 -1.595 -0.654  0.000
H 1.050 -1.088 0.901  0.001


Record 3
The following is a quantum chemistry calculation of 2 unconnected molecules or ions with the total composition C3H11NSi at a distorted geometry, from OMol25.

Results
Charge: 0
Orbital gap (alpha / beta) (eV): 7.821 / 7.313
Energy above the lowest of the compared OMol25 structures with the same formula, charge and spin (kcal/mol): 87.4

Last column: Löwdin charge in e.
CARTESIAN COORDINATES (ANGSTROEM)
C 1.051 1.623 0.130  -0.170
C 1.651 -0.695 -0.504  -0.166
C 1.070 0.160 0.584  -0.260
N -2.437 -1.589 -0.348  -0.220
Si -2.199 -0.189 0.634  0.598
H 0.589 2.398 0.825  0.087
H 2.117 1.854 0.031  0.067
H 0.523 1.773 -0.753  0.029
H 1.537 -1.869 -0.439  0.109
H 2.675 -0.276 -0.674  0.084
H 1.042 -0.533 -1.334  0.028
H 1.313 -0.007 1.615  0.052
H -3.316 -1.688 -0.815  -0.014
H -2.421 -2.553 0.124  0.055
H -2.601 0.113 1.992  -0.150
H -2.265 0.990 -0.165  -0.130


Record 4
The following is a quantum chemistry calculation of a gas-phase ion, C3H7N2Si (charge +1) at a distorted geometry, from OMol25.

Results
Spin multiplicity: 3
Charge: +1
Orbital gap (alpha / beta) (eV): 9.490 / 6.385
Energy above the lowest of the compared OMol25 structures with the same formula, charge and spin (kcal/mol): 8.6

Last column: Mulliken spin population.
CARTESIAN COORDINATES (ANGSTROEM)
C -1.926 -0.481 -0.156  0.278
C -1.257 -1.538 -0.578  1.048
C -0.143 0.978 0.354  -0.098
N -1.507 0.785 0.256  0.399
N 0.698 0.142 0.004  0.273
Si 2.454 -0.063 0.008  0.006
H -3.005 -0.238 -0.411  0.087
H -1.008 -2.398 -1.039  -0.011
H -0.017 2.008 0.754  0.007
H -2.146 1.372 0.797  -0.018
H 3.147 1.200 -0.002  0.004
H 2.080 -0.872 -1.195  0.010
H 2.630 -0.896 1.208  0.015


Record 5
The following is a quantum chemistry calculation of a molecular structure, C28H12BrCl2F5N3O4Zr at a distorted geometry, from OMol25.

Results
Charge: +1
Orbital gap (eV): 5.872
Energy above the lowest of the compared OMol25 structures with the same formula, charge and spin (kcal/mol): 0.0

Last column: Löwdin charge in e.
CARTESIAN COORDINATES (ANGSTROEM)
Zr -0.404 0.199 -0.152  1.908
Br -0.606 -5.607 11.917  0.777
C -0.632 -5.113 10.101  -0.692
C -0.442 -3.779 9.757  -0.114
C -0.462 -3.412 8.426  -0.021
C -0.673 -4.375 7.445  -0.248
C -0.865 -5.699 7.802  -0.016
C -0.842 -6.079 9.136  -0.113
N -0.723 -4.103 6.040  0.080
N -0.498 -2.924 5.734  0.073
C -0.616 -2.676 4.324  -0.181
C -0.843 -3.632 3.376  0.014
C -0.988 -3.303 2.014  0.035
C -0.903 -2.010 1.596  -0.310
O -1.069 -1.598 0.315  -0.229
C -0.610 -1.012 2.553  -0.142
N -0.468 0.281 2.084  -0.025
C -0.233 1.257 2.947  -0.081
C -0.103 1.028 4.317  -0.016
C -0.215 -0.251 4.796  0.047
C -0.477 -1.324 3.913  -0.081
H -0.282 -3.041 10.531  0.104
H -0.320 -2.380 8.139  0.101
H -1.032 -6.428 7.018  0.117
H -0.989 -7.111 9.422  0.106
H -0.925 -4.661 3.695  0.116
H -1.191 -4.075 1.281  0.132
H -0.141 2.252 2.532  0.120
H 0.091 1.861 4.978  0.119
H -0.109 -0.466 5.851  0.119
Cl 5.070 4.568 -2.119  0.732
C 3.652 3.793 -1.517  -0.649
C 2.591 4.581 -1.042  -0.065
C 1.440 4.010 -0.558  -0.570
Cl 0.155 5.001 0.016  0.765
C 1.287 2.614 -0.527  -0.315
O 0.181 2.081 -0.066  -0.234
C 2.382 1.825 -0.984  -0.110
C 2.413 0.416 -0.895  -0.078
O 1.530 -0.317 -0.362  -0.117
C 3.553 2.439 -1.490  -0.035
H 2.682 5.660 -1.056  0.124
H 3.291 -0.095 -1.287  0.156
H 4.374 1.824 -1.840  0.130
F -6.049 1.365 -3.307  0.154
C -4.782 1.107 -3.016  -0.131
C -3.872 0.846 -4.027  -0.123
F -4.281 0.862 -5.287  0.157
C -2.547 0.573 -3.741  -0.132
F -1.699 0.327 -4.735  0.145
C -2.091 0.548 -2.435  -0.233
O -0.809 0.284 -2.091  -0.192
C -3.034 0.824 -1.465  -0.099
F -2.578 0.837 -0.151  0.002
C -4.358 1.102 -1.704  -0.137
F -5.193 1.359 -0.706  0.155


| no. | E (eV) |
| --- | --- |
| 1 | -70867.7113 |
| 2 | -6161.1396 |
| 3 | -12653.3569 |
| 4 | -14069.5124 |
| 5 | -151843.0369 |